No. 1
C2H7N4 | ωB97M-V with the def2-TZVPD basis set

Computed properties:
- Max |F|: 3.2 eV/A
- HOMO energy: -0.4442 Eh
- Spin multiplicity: 1
- Total charge: +1

```
13
Properties=species:S:1:pos:R:3:forces:R:3
C 1.4255 -1.4134 -0.3206 1.147 -2.232 -1.133
C -0.2665 0.7508 0.3217 -2.162 -0.096 -0.534
N -0.9194 -0.2851 0.6160 -0.595 1.590 -1.526
N -0.5944 -1.5072 0.8889 -2.627 -0.385 1.198
N 0.4668 -2.0023 0.3691 2.971 -0.384 1.167
N -1.0994 1.9495 -0.2758 0.366 -0.138 -0.730
H 1.3747 -0.5193 -0.8899 -0.821 1.170 0.600
H 2.2670 -1.9757 -0.7664 -0.861 -0.494 0.847
H 0.6597 1.1219 0.5982 1.973 0.378 -0.011
H 0.5447 -2.9518 0.8506 0.605 1.294 -1.600
H -0.5430 2.4072 -1.0225 -0.146 -0.513 0.380
H -1.3169 2.7039 0.3470 -0.061 0.531 1.104
H -1.9987 1.7214 -0.7163 0.209 -0.721 0.238
```
Forces are in eV/Å.

---

No. 2
C29H68N3O10S3 | ωB97M-V with the def2-TZVPD basis set

Computed properties:
- Max |F|: 2.1 eV/A
- HOMO energy: -0.4328 Eh
- Spin multiplicity: 1
- Total charge: +1

```
113
Properties=species:S:1:pos:R:3:forces:R:3
C 1.0716 -0.8562 -7.2526 -0.228 -0.162 0.144
C 0.3630 0.0969 -6.2800 0.311 -0.252 0.115
C -0.9883 -0.4607 -5.8172 -0.107 0.012 -0.335
C -1.9728 0.6087 -5.3256 0.284 -0.073 -0.098
C -1.4879 1.4260 -4.1168 -0.363 0.105 -0.089
C -1.9065 0.9053 -2.7387 -0.086 -0.004 0.253
C -1.2976 -0.4369 -2.3104 -0.033 -0.093 -0.676
C 0.2351 -0.4814 -2.1968 0.153 -0.257 0.135
C 0.8518 -0.5645 -0.7738 -0.126 0.060 -0.215
C 0.0458 0.0061 0.3950 -0.058 0.083 0.052
C -0.3018 1.5102 0.3315 0.044 0.041 0.313
C 0.5505 2.3535 -0.6099 -0.252 0.425 0.049
C 0.2087 3.8505 -0.5337 0.224 -0.575 -0.300
C 1.0768 4.6698 -1.5132 -0.277 0.544 0.381
C 0.2848 5.3719 -2.6303 0.274 0.058 -0.415
C 0.3941 4.7227 -4.0131 -0.063 -0.420 1.143
N 1.7830 4.4738 -4.5084 -0.614 -0.370 -1.938
C 2.3211 5.6036 -5.3085 0.583 -0.008 0.342
C 1.6208 6.0048 -6.6279 -0.342 0.350 0.112
C 1.2860 7.5032 -6.6358 -0.008 0.064 0.114
O 2.4756 5.7324 -7.7358 0.078 0.007 0.336
C 2.1169 3.2236 -4.8691 -0.384 -0.089 0.594
N 2.0598 2.1629 -3.9643 0.843 1.036 0.053
N 2.5555 2.9367 -6.1014 0.228 0.154 0.281
H 2.1495 -0.6814 -7.2965 -0.108 0.078 -0.129
H 0.9301 -1.8890 -6.9122 0.088 0.132 -0.059
H 0.6432 -0.7906 -8.2584 0.126 0.005 0.132
H 1.0301 0.2341 -5.4175 -0.193 0.066 -0.118
H 0.2308 1.0804 -6.7512 -0.052 -0.033 0.042
H -1.4496 -0.9714 -6.6735 0.025 0.052 0.139
H -0.8065 -1.2372 -5.0670 -0.058 0.093 -0.032
H -2.1271 1.2978 -6.1670 -0.059 -0.090 0.106
H -2.9469 0.1512 -5.1192 0.108 0.092 0.081
H -1.9016 2.4398 -4.2060 0.092 -0.092 0.005
H -0.3973 1.5330 -4.2066 -0.385 -0.059 0.071
H -2.9972 0.7780 -2.7570 0.132 0.095 -0.007
H -1.7125 1.6825 -1.9868 -0.007 -0.160 -0.147
H -1.7821 -0.7884 -1.3972 0.099 0.080 -0.018
H -1.5817 -1.1509 -3.0944 -0.094 -0.004 0.271
H 0.5807 -1.3717 -2.7354 0.046 0.175 -0.005
H 0.6885 0.3628 -2.7346 -0.230 -0.235 0.139
H 1.0534 -1.6202 -0.5590 0.016 0.187 0.076
H 1.8283 -0.0638 -0.8039 -0.074 -0.208 0.075
H 0.6382 -0.1614 1.2927 0.088 -0.060 -0.027
H -0.8741 -0.5696 0.5481 0.115 0.067 -0.084
H -0.1688 1.9334 1.3372 -0.116 -0.083 -0.120
H -1.3670 1.6491 0.1060 0.188 0.029 -0.119
H 1.6177 2.2327 -0.3733 -0.130 -0.123 -0.148
H 0.3663 2.0583 -1.6522 0.280 -0.107 0.207
H -0.8513 3.9505 -0.8027 0.115 0.156 0.241
H 0.3509 4.2011 0.4921 -0.164 0.024 -0.109
H 1.8629 4.0377 -1.9387 -0.056 0.093 0.031
H 1.5976 5.4485 -0.9463 0.026 -0.152 -0.106
H 0.5772 6.4247 -2.7191 -0.007 -0.135 0.070
H -0.7860 5.3644 -2.4034 0.113 0.136 0.066
H -0.1362 3.7639 -4.0074 0.164 0.170 -0.024
H -0.0946 5.3669 -4.7467 0.098 -0.127 -0.079
H 3.3567 5.3580 -5.5588 -0.118 0.065 0.035
H 2.3586 6.4459 -4.6109 -0.164 -0.116 -0.105
H 0.6687 5.4627 -6.7184 0.205 -0.135 -0.137
H 1.3989 7.9041 -7.6424 -0.079 -0.091 0.042
H 0.2559 7.6751 -6.3090 0.116 -0.028 0.004
H 1.9362 8.0751 -5.9684 0.031 -0.066 -0.147
H 2.1759 4.9657 -8.2201 -0.130 -0.086 -0.258
H 2.4492 2.4232 -3.0664 -0.347 0.112 0.208
H 1.1347 1.7646 -3.8278 0.262 -0.334 -0.379
H 3.3932 2.3940 -6.2315 -0.367 -0.731 0.045
H 2.0392 3.2008 -6.9198 0.293 0.698 -0.061
O 2.8593 -0.6505 2.0572 0.059 -0.072 -0.128
S 4.1798 -0.3773 2.5544 0.053 0.254 0.230
O 5.0985 -1.4560 2.7346 -0.087 -0.104 -0.112
O 4.0514 0.4627 3.8811 0.057 -0.015 0.024
C 3.2427 -0.0883 4.9672 -0.227 -0.105 0.247
C 3.9106 -1.2367 5.6859 0.168 -0.008 -0.116
C 4.9350 0.8660 1.5658 -0.003 0.016 -0.041
H 2.2664 -0.3712 4.5737 0.040 -0.005 -0.093
H 3.0960 0.7562 5.6355 0.073 0.075 -0.071
H 4.0231 -2.1070 5.0416 -0.034 -0.008 0.001
H 3.2971 -1.5232 6.5382 -0.031 0.026 -0.002
H 4.9028 -0.9471 6.0319 -0.018 0.019 0.039
H 4.2382 1.6907 1.4432 0.002 0.005 0.023
H 5.1617 0.4012 0.6085 0.003 -0.012 0.001
H 5.8494 1.1898 2.0551 0.007 -0.008 0.001
O 0.9026 -2.5960 5.8438 -0.068 0.096 0.023
S 0.2213 -3.2019 4.7352 0.050 -0.163 -0.019
O -1.1569 -2.8862 4.5080 0.006 0.086 0.009
O 0.4113 -4.7682 4.8124 -0.068 -0.012 -0.067
C 0.0448 -5.4414 6.0490 0.009 -0.178 0.342
C -1.4483 -5.5394 6.2557 -0.102 0.178 -0.154
C 1.1330 -2.9210 3.2640 -0.013 -0.050 -0.036
H 0.5368 -4.9373 6.8815 0.010 0.099 -0.068
H 0.4901 -6.4286 5.9497 0.034 0.022 -0.109
H -1.8945 -4.5567 6.4028 0.017 0.003 0.053
H -1.6625 -6.1417 7.1377 0.028 -0.045 -0.015
H -1.9285 -5.9994 5.3921 0.007 -0.078 0.035
H 2.1755 -3.1736 3.4366 0.005 0.001 -0.014
H 1.0348 -1.8640 3.0341 0.016 0.010 -0.005
H 0.7101 -3.5201 2.4619 -0.020 -0.022 0.021
O -4.5478 -7.0096 6.8836 0.102 0.003 0.054
S -5.1998 -5.8425 7.4004 -0.126 0.004 -0.068
O -4.5308 -5.0396 8.3778 0.083 -0.035 -0.014
O -6.6344 -6.2544 7.9309 -0.022 0.106 0.061
C -6.7112 -7.3333 8.8979 -0.046 -0.309 0.155
C -6.2451 -6.9312 10.2800 0.095 0.153 -0.058
C -5.7288 -4.8155 6.0763 -0.005 0.011 -0.039
H -6.1541 -8.1891 8.5148 0.063 0.068 -0.057
H -7.7650 -7.6023 8.9085 -0.025 0.081 -0.071
H -5.1813 -6.7020 10.2940 0.008 -0.027 -0.009
H -6.4297 -7.7514 10.9739 -0.046 -0.010 -0.013
H -6.7814 -6.0473 10.6240 -0.038 -0.029 0.025
H -6.2525 -5.4245 5.3452 -0.004 -0.006 0.005
H -4.8279 -4.3826 5.6454 0.011 -0.006 0.003
H -6.3701 -4.0354 6.4766 0.007 0.007 0.010
```
Forces are in eV/Å.

---

No. 3
C17H14AuClN2 | ωB97M-V with the def2-TZVPD basis set

Computed properties:
- Max |F|: 0.4 eV/A
- HOMO energy: -0.2828 Eh
- Spin multiplicity: 1
- Total charge: 0

```
35
Properties=species:S:1:pos:R:3:forces:R:3
Au 0.1664 1.3914 0.6426 -0.026 -0.250 0.369
N 2.1258 -0.8018 0.0922 -0.043 -0.155 -0.280
C 2.9769 -0.3285 1.0841 0.073 0.113 0.205
C 4.2762 0.0482 0.7502 0.004 -0.063 -0.063
C 5.1589 0.5006 1.7098 0.003 -0.010 0.026
C 4.7509 0.5893 3.0289 0.135 0.029 0.154
C 3.4509 0.2529 3.3623 0.077 0.012 -0.100
C 2.5372 -0.1871 2.4100 0.276 0.109 -0.058
C 1.1513 -0.4857 2.8389 0.058 0.059 -0.118
C 0.9695 -1.3526 3.9177 -0.043 -0.065 -0.082
C -0.2916 -1.6237 4.4120 -0.060 -0.066 0.144
C -1.3906 -1.0018 3.8481 -0.002 -0.113 0.033
C -1.2112 -0.1361 2.7849 -0.296 0.232 -0.199
C 0.0431 0.1349 2.2477 0.045 0.114 0.060
H 2.6028 -1.1368 -0.7316 -0.093 -0.084 0.077
H 1.4007 -1.4241 0.4178 0.001 0.051 -0.085
H 4.6010 -0.0361 -0.2784 -0.001 -0.041 -0.103
H 6.1686 0.7655 1.4289 0.040 0.033 -0.021
H 5.4407 0.9160 3.7937 0.012 0.053 0.041
H 3.1275 0.3439 4.3886 -0.093 0.027 0.099
H 1.8340 -1.8247 4.3656 0.066 -0.020 -0.024
H -0.4165 -2.3135 5.2338 0.011 -0.040 0.091
H -2.3874 -1.1888 4.2244 -0.034 -0.015 0.046
H -2.0860 0.3389 2.3612 -0.005 0.073 0.022
Cl -5.4888 2.4084 -1.4984 -0.014 0.061 -0.041
C -4.4307 1.1809 -0.8999 0.050 -0.246 0.215
C -4.9314 0.1106 -0.1698 0.184 0.061 -0.108
C -4.0340 -0.8473 0.2742 0.051 0.119 -0.058
C -2.6863 -0.6801 -0.0072 -0.060 -0.229 0.006
N -2.2110 0.3505 -0.6913 0.183 -0.050 -0.156
C -3.0638 1.2573 -1.1346 -0.293 0.200 -0.116
H -5.9865 0.0251 0.0408 -0.085 0.053 -0.034
H -4.3704 -1.7044 0.8378 -0.024 -0.043 0.034
H -1.9501 -1.3957 0.3306 0.004 -0.086 0.091
H -2.6407 2.0719 -1.7045 -0.101 0.177 -0.067
```
Forces are in eV/Å.

---

No. 4
C7H18BaF3O17S3 | ωB97M-V with the def2-TZVPD basis set

Computed properties:
- Max |F|: 14.3 eV/A
- HOMO energy: 0.1105 Eh
- Spin multiplicity: 1
- Total charge: -3

```
49
Properties=species:S:1:pos:R:3:forces:R:3
Ba 0.2924 -0.1480 -0.5197 -5.539 6.392 5.262
S 2.5041 0.1262 -1.9437 3.117 -1.005 -6.762
O 1.4155 -0.8374 -2.0331 7.496 0.231 -9.219
O 2.1724 0.7575 -0.6919 3.196 5.664 -2.990
O 3.8177 -0.5279 -1.8314 0.293 -0.153 0.495
O 2.4086 1.0811 -3.0416 3.247 -0.290 0.885
S -0.4608 -2.5322 -1.5671 1.734 -6.519 -7.721
O -1.2894 -3.3954 -0.7801 -2.681 -1.693 2.466
O -0.1562 -3.1118 -2.9117 -1.517 -1.031 -0.158
O -1.0285 -1.2601 -1.7878 -6.271 -0.032 -1.752
O 0.8264 -2.3393 -1.0357 0.013 -7.381 2.775
C -1.4654 2.8153 -3.1264 -0.392 -2.348 -0.725
F -2.2736 2.6290 -2.0238 -1.080 1.700 -3.730
F -2.2783 2.9870 -4.2567 0.775 0.213 1.576
F -0.7734 3.9219 -2.9184 -0.214 0.473 -0.143
S -0.2935 1.2532 -3.2840 2.308 -1.871 -3.416
O 0.7017 1.6847 -4.2515 -3.050 1.345 -1.099
O 0.2952 1.1615 -1.9414 -3.661 10.369 -9.146
O -0.9760 0.0131 -3.6574 -0.589 3.583 -0.486
C -1.7646 1.7887 -0.1378 0.401 -2.143 3.662
C -1.2185 1.8357 1.2617 1.252 0.519 1.235
O 0.1584 1.4292 1.2622 0.160 3.425 1.717
O -1.8475 0.3733 -0.3304 -5.974 2.052 -0.831
H -0.9957 2.1454 -0.8231 -0.406 0.117 0.907
H -2.8002 2.1289 -0.1450 0.468 0.828 -0.139
H -1.4984 1.0390 1.9508 -2.116 0.851 -0.328
H -1.2914 2.8308 1.7006 -0.225 0.300 0.227
H 0.4819 1.6010 2.1496 0.374 0.385 0.215
H -2.6919 0.0850 0.0240 -1.075 -0.007 -0.246
C -0.7323 -1.8968 2.0768 -1.642 -1.140 1.997
C -1.6654 -1.1601 3.0408 0.217 0.501 -0.459
O -3.0773 -1.2238 2.7709 -0.066 -0.588 0.069
O -0.6947 -1.1744 0.8880 -5.379 -6.217 8.382
H -1.0140 -2.9497 2.0628 -0.253 -0.231 -0.795
H 0.2973 -1.8769 2.4342 -1.681 -0.393 0.416
H -1.4635 -0.1114 2.8224 0.726 -0.175 1.164
H -1.5257 -1.4190 4.0903 0.029 -0.011 0.105
H -3.2260 -0.5773 2.0770 -0.163 -0.096 -0.174
H -1.4608 -1.3568 0.3391 -0.397 -1.065 -0.353
C 1.7028 -0.9190 1.6966 3.756 2.074 1.186
C 3.1038 -0.2573 1.8932 -0.946 0.895 -1.435
O 3.2060 0.8275 0.9960 4.382 0.166 9.054
O 1.6105 -1.3044 0.3534 8.939 -4.971 9.709
H 0.9226 -0.1819 1.8866 0.516 -0.500 -0.089
H 1.6442 -1.6565 2.4971 0.630 -0.668 -0.419
H 3.7472 -1.1199 1.7199 0.922 -0.075 -0.365
H 3.3660 0.1197 2.8818 -0.419 -0.082 0.652
H 2.9829 0.6080 0.0884 0.297 -0.581 -1.219
H 2.3055 -1.9055 0.0754 0.489 -0.817 0.041
```
Forces are in eV/Å.